(1)
15
Properties=species:S:1:pos:R:3:forces:R:3:lowdin_charge:R:1 method="wB97M-V/def2-TZVPD" multiplicity=1 e_lumo_ev="0.0 / 0.0" largest_force_ev_per_a=2.57 relative_energy_kcal_mol=188.8 mol_weight_g_mol=155.10 energy_ev=-37194.7372
C 1.323 -0.860 0.668 -0.83 -1.12 1.34 -0.289
C 0.499 -0.361 -0.188 -0.35 0.23 -0.38 -0.265
C 1.121 -2.136 1.475 -0.14 -0.86 -2.41 -0.529
C 0.786 2.569 -0.168 -0.52 -0.28 -0.14 -0.531
Si -0.971 -0.548 -1.294 2.38 -0.73 -0.10 0.587
Cl -0.224 -3.197 0.879 0.05 0.36 0.29 0.514
Cl 1.671 2.445 1.250 0.42 0.13 0.67 0.571
H 2.172 -0.372 1.070 1.04 0.93 0.04 0.060
H 1.957 -2.792 1.338 0.76 -0.13 -0.03 0.053
H 1.008 -2.002 2.504 -0.47 0.56 1.57 0.050
H -0.280 2.713 -0.058 0.11 -0.13 -0.01 -0.003
H 1.306 2.990 -1.003 0.15 -0.02 -0.35 0.000
H -0.186 -1.280 -2.429 -1.19 0.77 0.41 -0.039
H -1.131 0.919 -1.451 -1.04 -0.38 -0.53 -0.084
H -1.899 -1.519 -0.648 -0.39 0.67 -0.38 -0.095


(2)
123
Properties=species:S:1:pos:R:3:forces:R:3:lowdin_charge:R:1 method="wB97M-V/def2-TZVPD" multiplicity=1 e_lumo_ev=1.9 largest_force_ev_per_a=2.24 relative_energy_kcal_mol=12.1 charge=-1 mol_weight_g_mol=1048.67 energy_ev=-119657.6662
C 1.704 -1.233 -1.568 -0.39 0.70 -0.42 -0.034
C 1.467 0.300 -1.796 -1.09 -1.78 0.70 -0.404
O 0.912 0.442 -3.103 0.62 0.37 0.07 -0.074
C 0.445 0.790 -0.749 0.84 0.65 -0.33 -0.090
B 0.521 2.371 -0.322 0.23 -1.31 1.39 -0.584
C 1.611 2.446 0.904 0.19 0.73 -0.44 -0.203
N 2.134 3.807 1.210 0.30 -0.38 0.12 -0.011
C -0.937 2.770 0.352 0.09 0.01 -1.26 -0.386
F -0.876 3.894 1.139 0.02 0.16 0.33 0.062
F -1.291 1.743 1.215 0.18 -0.13 0.16 0.037
C -2.088 2.936 -0.602 0.86 0.53 1.08 -0.123
C -2.874 1.913 -1.000 0.45 -2.05 0.63 -0.026
C -3.908 2.089 -1.863 -0.83 -1.03 -0.59 -0.061
C -4.181 3.324 -2.352 -1.07 -0.25 -0.68 -0.025
C -3.407 4.355 -1.926 -0.84 1.71 -1.18 -0.126
C -3.731 5.725 -2.457 -0.19 -0.67 -0.60 -0.571
F -4.816 6.252 -1.854 -0.08 0.29 0.30 0.130
F -2.733 6.591 -2.362 0.15 0.32 0.21 0.166
F -4.068 5.651 -3.773 0.08 0.11 0.02 0.112
C -2.383 4.176 -1.078 1.11 1.62 0.76 0.032
S 0.877 3.594 -1.750 -1.55 0.91 0.31 0.810
O 0.123 3.318 -2.948 0.18 -0.70 -0.62 -0.295
O 0.657 4.942 -1.270 0.57 0.40 0.41 -0.310
C 2.658 3.576 -2.316 0.35 0.46 -0.36 -0.453
F 2.785 2.722 -3.340 -0.15 -0.30 -0.23 0.106
F 3.533 3.170 -1.367 -0.07 0.00 0.27 0.106
C 3.157 4.973 -2.847 0.39 -0.85 0.09 -0.371
F 2.211 5.627 -3.508 -0.29 0.19 0.16 0.168
F 4.135 4.698 -3.753 0.17 0.09 -0.06 0.125
C 3.846 5.865 -1.773 -0.40 1.03 -0.59 -0.548
F 3.909 7.125 -2.279 0.00 -0.26 0.10 0.142
F 3.199 5.925 -0.631 0.27 -0.18 0.00 0.194
F 5.107 5.472 -1.593 -0.01 -0.20 0.38 0.168
H 0.856 -1.621 -1.007 0.13 -0.21 0.26 0.072
H 1.661 -1.716 -2.542 0.43 -0.17 -0.08 0.072
H 2.644 -1.441 -1.064 -0.01 -0.15 0.14 0.065
H 2.438 0.780 -1.713 -0.08 0.48 -0.42 0.124
H 0.102 -0.077 -3.082 -0.13 0.10 -0.12 0.098
H -0.537 0.449 -1.086 -0.07 -0.03 -0.11 0.097
H 0.657 0.233 0.165 -0.12 0.05 0.22 0.103
H 2.465 1.804 0.666 0.02 -0.03 -0.04 0.092
H 1.150 2.011 1.794 -0.10 -0.23 -0.02 0.099
H 1.685 4.182 2.036 -0.16 0.11 -0.09 0.058
H 3.118 3.732 1.441 0.00 0.09 0.07 0.055
H -2.656 0.924 -0.629 -0.06 -0.15 0.09 0.119
H -4.490 1.234 -2.170 -0.12 -0.09 -0.04 0.108
H -4.989 3.470 -3.048 -0.12 0.11 -0.13 0.123
H -1.820 5.050 -0.793 0.33 -0.11 0.14 0.133
C 2.144 -8.866 -1.566 0.26 0.05 0.03 -0.069
C 1.250 -7.679 -1.863 -0.10 -0.46 -0.08 -0.209
O 1.788 -6.469 -1.314 -0.16 0.06 0.04 0.035
C 2.824 -5.946 -1.970 -0.01 0.03 0.06 -0.612
O 3.328 -6.388 -2.970 0.00 -0.01 -0.04 0.121
O 3.211 -4.852 -1.318 0.01 0.02 0.03 0.006
C 4.369 -4.219 -1.864 0.20 0.22 -0.07 -0.040
H 2.325 -8.944 -0.492 -0.13 -0.05 0.01 0.080
H 1.682 -9.789 -1.916 -0.05 0.01 0.03 0.078
H 3.113 -8.760 -2.052 -0.05 0.01 -0.09 0.072
H 0.283 -7.824 -1.385 0.02 0.24 0.11 0.119
H 1.075 -7.567 -2.933 0.16 0.11 -0.01 0.125
H 4.235 -3.997 -2.920 -0.02 -0.11 -0.02 0.098
H 5.246 -4.849 -1.718 -0.03 -0.06 -0.10 0.096
H 4.508 -3.286 -1.326 -0.16 -0.05 0.12 0.086
C 0.314 -3.485 -8.732 -0.15 0.18 0.06 -0.071
C 1.788 -3.307 -8.429 -0.12 -0.35 -0.06 -0.223
O 2.135 -1.931 -8.251 0.08 -0.03 -0.08 0.028
C 1.764 -1.395 -7.080 0.05 0.16 0.05 -0.615
O 1.196 -1.979 -6.193 -0.02 -0.09 -0.01 0.118
O 2.132 -0.123 -7.073 -0.02 0.02 -0.07 0.011
C 1.727 0.607 -5.896 0.10 0.25 0.01 -0.021
H 0.028 -2.879 -9.594 0.06 -0.08 -0.07 0.080
H 0.092 -4.531 -8.945 0.04 0.00 -0.03 0.076
H -0.300 -3.167 -7.892 0.06 -0.06 0.06 0.073
H 2.383 -3.654 -9.273 0.09 0.18 -0.01 0.118
H 2.089 -3.885 -7.555 -0.07 0.11 0.09 0.122
H 2.063 0.116 -4.993 -0.09 -0.13 0.00 0.073
H 0.645 0.720 -5.883 -0.01 -0.11 0.08 0.103
H 2.184 1.590 -5.957 0.04 -0.05 -0.18 0.096
C -3.618 -10.811 2.444 0.25 0.07 0.07 -0.068
C -4.484 -9.608 2.134 -0.14 -0.38 -0.14 -0.215
O -3.944 -8.403 2.690 -0.09 0.06 0.03 0.037
C -2.896 -7.891 2.043 0.03 0.01 0.11 -0.613
O -2.390 -8.341 1.047 -0.02 -0.02 -0.06 0.116
O -2.499 -6.802 2.696 -0.02 0.01 -0.02 0.010
C -1.318 -6.200 2.157 0.26 0.20 -0.05 -0.032
H -3.458 -10.897 3.519 -0.12 -0.04 0.01 0.081
H -4.092 -11.724 2.082 -0.05 0.02 0.02 0.078
H -2.640 -10.723 1.973 -0.05 0.01 -0.09 0.073
H -5.464 -9.730 2.594 0.03 0.19 0.10 0.121
H -4.637 -9.488 1.062 0.15 0.07 -0.01 0.123
H -1.433 -5.989 1.097 0.00 -0.11 -0.02 0.096
H -0.462 -6.854 2.322 -0.01 -0.04 -0.12 0.098
H -1.156 -5.266 2.687 -0.18 -0.05 0.12 0.095
C 0.996 8.623 6.496 -0.15 0.10 -0.19 -0.070
C 0.776 7.157 6.806 0.35 0.16 0.13 -0.220
O -0.504 6.701 6.358 -0.05 -0.05 0.11 0.030
C -0.608 6.505 5.038 -0.08 -0.07 -0.03 -0.612
O 0.269 6.661 4.233 0.06 0.02 0.00 0.132
O -1.851 6.108 4.780 -0.07 0.01 0.04 0.004
C -2.138 5.930 3.385 -0.08 -0.09 -0.22 -0.027
H 0.184 9.225 6.908 0.05 -0.02 0.11 0.079
H 1.941 8.965 6.919 -0.01 -0.03 0.04 0.077
H 1.018 8.798 5.421 0.07 -0.07 -0.01 0.074
H 0.783 7.003 7.884 -0.19 -0.09 -0.01 0.119
H 1.564 6.535 6.380 -0.07 0.02 -0.14 0.124
H -1.424 5.259 2.917 0.08 0.08 0.01 0.076
H -2.140 6.894 2.878 0.11 -0.02 -0.02 0.101
H -3.131 5.492 3.320 -0.01 0.02 0.19 0.093
C -0.252 0.527 7.929 -0.05 0.23 -0.09 -0.069
C -0.993 -0.597 7.233 0.32 -0.10 0.23 -0.222
O -2.150 -0.124 6.537 -0.09 -0.08 0.04 0.029
C -1.900 0.513 5.385 -0.09 0.05 -0.05 -0.612
O -0.814 0.691 4.903 0.06 -0.03 0.01 0.131
O -3.062 0.909 4.876 -0.09 0.02 0.03 0.008
C -2.947 1.683 3.670 -0.18 0.12 -0.05 -0.019
H -0.927 1.076 8.588 0.01 -0.09 0.07 0.080
H 0.575 0.132 8.518 -0.03 -0.04 0.02 0.077
H 0.148 1.238 7.208 0.04 -0.08 -0.05 0.074
H -1.363 -1.307 7.971 -0.19 0.02 -0.08 0.118
H -0.341 -1.142 6.550 -0.02 0.12 -0.10 0.123
H -2.374 1.159 2.919 0.15 -0.05 0.07 0.074
H -2.493 2.648 3.889 0.13 -0.06 -0.05 0.095
H -3.957 1.840 3.300 -0.06 -0.08 0.17 0.097


(3)
10
Properties=species:S:1:pos:R:3:forces:R:3:lowdin_charge:R:1 method="wB97M-V/def2-TZVPD" smiles="S=C1CC=CO1" multiplicity=1 e_lumo_ev=0.3 largest_force_ev_per_a=3.79 relative_energy_kcal_mol=23.4 mol_weight_g_mol=100.14 energy_ev=-17094.1311
S 2.866 -0.278 -0.027 -0.74 -0.01 0.25 0.712
C 1.252 -0.280 0.067 -1.97 0.48 -0.63 -0.771
C 0.167 0.939 0.027 3.22 -1.36 1.47 -0.149
C -1.107 0.237 -0.052 -0.90 -0.39 0.10 -0.096
C -0.871 -1.077 0.004 -0.71 0.40 -0.54 -0.107
O 0.471 -1.429 0.026 0.60 0.74 0.39 -0.072
H 0.359 1.509 0.965 -0.34 -0.08 -0.69 0.132
H 0.487 1.500 -0.821 -0.10 0.78 -0.60 0.101
H -2.057 0.794 -0.127 0.53 -0.87 0.12 0.121
H -1.566 -1.916 -0.061 0.41 0.30 0.14 0.130


(4)
72
Properties=species:S:1:pos:R:3:forces:R:3:lowdin_spin:R:1 method="wB97M-V/def2-TZVPD" multiplicity=2 e_lumo_ev="-13.9 / -14.2" largest_force_ev_per_a=2.04 relative_energy_kcal_mol=120.0 charge=+4 mol_weight_g_mol=832.81 energy_ev=-63330.4803
Ir -0.147 0.045 -0.349 -1.88 -0.52 0.59 0.600
C -1.686 -2.457 1.082 -0.48 -0.07 0.24 0.005
C -1.133 -3.471 0.141 0.20 -0.17 0.05 0.000
C -0.792 -3.011 -1.233 0.02 0.05 -0.12 0.000
C -0.682 -4.016 -2.194 -0.09 0.16 -0.13 0.000
C -0.327 -3.727 -3.491 0.01 -0.17 -0.08 0.004
C -0.120 -2.397 -3.841 -0.07 0.05 0.00 0.000
C -0.242 -1.443 -2.868 -0.14 -0.25 -0.09 0.005
N -0.551 -1.727 -1.570 0.30 1.54 -0.33 0.000
N -0.783 -1.363 1.491 1.05 0.21 -1.05 0.085
C -1.508 -0.445 2.373 0.17 0.23 0.54 0.002
C -2.622 0.168 1.627 -0.44 0.25 -0.09 0.003
C -3.843 0.432 2.215 0.01 0.04 -0.02 0.001
C -4.850 1.012 1.456 -0.14 0.04 0.01 0.000
C -4.603 1.289 0.121 0.09 -0.02 0.05 0.000
C -3.359 0.996 -0.403 -0.01 -0.07 0.06 0.001
N -2.375 0.451 0.334 1.15 -0.26 -0.12 0.020
C 0.406 -1.870 2.191 0.09 -0.46 0.11 0.005
C 1.512 -0.889 2.178 0.18 0.12 0.16 0.012
C 2.551 -0.961 3.090 0.01 0.07 0.01 0.008
C 3.620 -0.088 2.968 0.04 0.00 0.05 -0.004
C 3.610 0.852 1.943 -0.06 -0.02 0.00 0.008
C 2.541 0.872 1.076 0.01 -0.06 -0.03 0.015
N 1.513 0.009 1.188 0.01 0.29 -0.35 0.173
H -2.001 -2.993 1.985 0.02 0.16 0.10 0.003
H -2.578 -2.010 0.647 -0.02 -0.01 0.05 0.000
H -1.901 -4.243 0.055 0.02 -0.01 -0.08 0.000
H -0.266 -3.999 0.548 -0.01 -0.01 0.02 0.000
H -0.881 -5.037 -1.894 -0.01 0.01 0.04 0.000
H -0.216 -4.517 -4.223 -0.04 0.00 0.00 0.000
H 0.126 -2.107 -4.853 0.01 0.02 0.01 0.000
H -0.080 -0.409 -3.114 0.12 -0.08 0.00 0.001
H -0.819 0.322 2.731 0.05 -0.08 0.01 0.000
H -1.883 -0.979 3.250 0.04 -0.13 -0.06 0.002
H -4.008 0.181 3.255 0.02 -0.01 0.00 0.000
H -5.815 1.231 1.895 0.01 0.00 0.01 0.000
H -5.360 1.732 -0.512 0.01 -0.03 -0.03 0.000
H -3.155 1.203 -1.435 -0.11 -0.02 0.00 0.000
H 0.763 -2.765 1.685 -0.07 -0.01 0.02 0.000
H 0.159 -2.163 3.216 -0.14 0.02 -0.02 0.002
H 2.525 -1.704 3.877 -0.01 0.02 0.01 0.001
H 4.449 -0.138 3.663 0.00 0.00 0.00 0.000
H 4.418 1.560 1.815 0.00 0.00 0.01 0.001
H 2.497 1.585 0.266 0.03 -0.01 0.00 0.003
S -1.829 2.913 -3.544 -0.01 0.03 0.06 0.000
C -0.907 3.769 -2.388 -0.03 0.01 -0.04 0.001
C -0.395 2.929 -1.461 -0.21 0.09 0.10 0.002
N -0.743 1.603 -1.669 0.43 -0.78 -0.05 -0.002
C -1.506 1.472 -2.746 0.26 0.02 -0.29 0.004
H -0.781 4.841 -2.441 -0.01 -0.01 -0.03 0.000
H 0.220 3.211 -0.626 -0.03 -0.02 0.02 0.000
H -1.890 0.528 -3.104 -0.02 0.03 0.03 0.000
I 2.529 -2.724 -0.674 0.27 0.03 -0.15 0.000
C 2.647 -0.983 -1.816 -0.22 -0.14 0.40 0.000
C 3.705 -0.928 -2.711 -0.03 0.17 -0.02 0.000
C 3.933 0.237 -3.423 0.13 -0.09 -0.09 0.000
C 3.098 1.323 -3.212 0.00 0.01 0.00 0.000
C 2.051 1.192 -2.331 0.08 -0.11 0.02 -0.001
N 1.798 0.054 -1.643 -0.70 -0.10 0.79 0.002
H 4.356 -1.783 -2.830 -0.02 -0.02 0.04 0.000
H 4.762 0.296 -4.118 -0.01 0.01 0.00 0.000
H 3.253 2.263 -3.724 -0.03 0.01 0.01 0.000
H 1.393 2.021 -2.162 0.13 0.03 -0.06 0.000
C 0.435 2.642 3.591 0.05 -0.26 -0.12 0.000
C 0.473 3.025 2.130 -0.03 0.36 0.30 0.003
O -0.329 2.131 1.289 0.15 -0.19 -0.13 0.033
H 0.958 3.400 4.175 -0.01 -0.01 0.02 0.000
H 0.923 1.681 3.773 0.01 0.02 0.02 0.000
H -0.592 2.594 3.963 0.01 0.07 0.02 0.000
H 1.485 3.009 1.737 -0.03 -0.04 -0.06 0.000
H 0.090 4.041 2.013 -0.05 -0.04 -0.18 0.001
H -1.245 2.230 1.576 -0.03 0.09 -0.14 0.000